Run w
The following is a DFT calculation (ωB97M-V/def2-TZVPD) of one molecule with the formula C2INO.

Output
LUMO (eV): -2.86
Gap between HOMO and LUMO (eV): 7.14
HOMO level (eV): -10.00

Cartesian coordinates (Å):
1 C 1.37213 0.39598 -0.04534
2 C 0.24800 -0.37125 0.06283
3 N 2.43424 0.95716 -0.06373
4 O -2.45791 -1.24760 0.16262
5 I -1.59645 0.26571 -0.11637

natural (NBO) analysis output, partial charges in e: number 1, C, carries 0.064; number 2, C, carries -0.372; number 3, N, carries -0.198; number 4, O, carries -1.006; number 5, I, carries 1.511



Run x
The following is a DFT calculation (ωB97M-V/def2-TZVPD) of C2INO as an isolated structure.

Output
LUMO (eV): -1.60
Gap between HOMO and LUMO (eV): 9.10
HOMO level (eV): -10.70

Cartesian coordinates (Å):
1 C -0.70668 0.62062 -0.07407
2 C 0.17129 -0.47815 -0.00528
3 N -1.53896 1.39189 0.06096
4 O -0.06969 -1.72248 0.02152
5 I 2.14404 0.18812 -0.00313

natural (NBO) analysis output, partial charges in e: number 1, C, carries 0.120; number 2, C, carries 0.296; number 3, N, carries -0.166; number 4, O, carries -0.436; number 5, I, carries 0.186



The relative energies come out as run w 126.1; run x 0.0, with values in kcal/mol.



Run w
The following is a DFT calculation (ωB97M-V/def2-TZVPD) of one molecule with the formula C17H20N2O3.

Output
LUMO (eV): 0.45
Gap between HOMO and LUMO (eV): 7.48
HOMO level (eV): -7.03

Cartesian coordinates (Å):
1 O -1.70271 1.26514 -1.48584
2 N -0.15488 -2.08723 -2.68939
3 O -1.22192 -4.21510 -1.70664
4 O -1.06172 0.17781 1.49146
5 C -0.45135 1.30567 -1.61426
6 C -1.12377 -1.77516 -3.53099
7 C -3.15515 -4.42081 2.27225
8 C -3.04558 -3.20921 3.02206
9 C -0.62867 -2.06763 -1.34701
10 C -0.50715 -0.89597 -0.58081
11 C -2.56574 -4.51491 0.96691
12 C -2.23793 -2.18498 2.56509
13 C -1.31455 -3.17514 -0.84050
14 C -1.06114 -1.00893 0.75645
15 C -1.89760 -3.28350 0.46773
16 C -1.70643 -2.18702 1.29422
17 N 0.22960 0.21646 -1.04709
18 C -0.10757 3.66695 -1.26734
19 C 2.34373 -1.32722 -0.41956
20 C 2.01512 1.08761 0.41073
21 C 0.31251 2.49907 -2.20838
22 C 1.71181 0.13102 -0.64302
23 H -0.76821 -3.87973 -2.52262
24 H -0.83948 0.94594 0.91681
25 H -2.09495 -1.44112 -3.23268
26 H -0.92460 -1.81961 -4.59847
27 H -3.69824 -5.31771 2.65384
28 H -3.56632 -3.13396 3.92663
29 H -2.72345 -5.38506 0.37650
30 H -2.03465 -1.30328 3.21691
31 H -0.26360 3.29088 -0.31704
32 H -1.08471 4.12034 -1.51842
33 H 0.49507 4.56869 -1.39707
34 H 3.37072 -1.19562 -0.15934
35 H 2.42565 -1.90879 -1.33240
36 H 1.72383 -1.97908 0.26976
37 H 3.07034 1.22426 0.38896
38 H 1.78316 0.75338 1.42648
39 H 1.49362 1.99876 0.12548
40 H 1.42103 2.34432 -2.28948
41 H 0.06047 2.65818 -3.24990
42 H 2.30998 0.45133 -1.55778

natural (NBO) atomic charge list, values in e, 6 entries: number 1, O, carries -0.635; number 2, N, carries -0.445; number 3, O, carries -0.687; number 4, O, carries -0.701; number 5, C, carries 0.692; number 6, C, carries -0.006



Run x
The following is a DFT calculation (ωB97M-V/def2-TZVPD) of one molecule with the formula C17H20N2O3.

Output
LUMO (eV): 0.55
Gap between HOMO and LUMO (eV): 9.33
HOMO level (eV): -8.78

Cartesian coordinates (Å):
1 O 0.16990 3.48688 1.53519
2 C 0.42495 2.34342 1.19337
3 N 1.00112 1.43373 2.01438
4 H 1.15452 0.49424 1.68762
5 C 1.26455 1.71548 3.41188
6 C 0.57018 0.74155 4.30378
7 C 1.03816 -0.33392 5.00231
8 C -0.08584 -0.91083 5.64224
9 C -1.15073 -0.14733 5.27860
10 O -0.76494 0.85113 4.47031
11 H -2.19302 -0.20845 5.52072
12 H -0.09395 -1.77029 6.28018
13 H 2.05420 -0.66687 5.06203
14 H 0.89500 2.73058 3.58614
15 H 2.34146 1.67804 3.60630
16 C 0.13925 1.87744 -0.16938
17 C 0.29192 0.68015 -0.83312
18 C -0.18166 0.86898 -2.15338
19 C -0.60495 2.19054 -2.23405
20 N -0.40895 2.77259 -1.04696
21 H -0.61304 3.72377 -0.77620
22 H -1.02586 2.70122 -3.07687
23 C -0.24867 -0.07627 -3.27058
24 O -0.62939 0.26894 -4.37007
25 C 0.14360 -1.51143 -2.96137
26 C -1.02618 -2.18445 -2.22786
27 C -0.68963 -3.63801 -1.90884
28 C -0.36424 -4.40426 -3.18706
29 C 0.79341 -3.73856 -3.92473
30 C 0.46255 -2.28414 -4.24036
31 H -0.40042 -2.23338 -4.90626
32 H 1.30162 -1.80842 -4.75227
33 H 1.00344 -4.27756 -4.85052
34 H 1.69172 -3.78155 -3.30309
35 H -1.24452 -4.41729 -3.83329
36 H -0.10925 -5.43858 -2.94638
37 H -1.53388 -4.10536 -1.39732
38 H 0.17085 -3.67378 -1.23565
39 H -1.90928 -2.14783 -2.86963
40 H -1.25755 -1.64017 -1.30960
41 H 1.02217 -1.51109 -2.30899
42 H 0.69754 -0.22587 -0.42862

natural (NBO) atomic charge list, values in e, 6 entries: number 1, O, carries -0.639; number 2, C, carries 0.656; number 3, N, carries -0.595; number 4, H, carries 0.397; number 5, C, carries -0.273; number 6, C, carries 0.254



The relative energies come out as run w 70.0; run x 0.0, with values in kcal/mol.